{"formula": "C42H56O42", "method": "ωB97M-V/def2-TZVPD", "symbols": ["C", "C", "O", "C", "O", "O", "H", "H", "H", "H", "C", "C", "O", "C", "O", "O", "H", "H", "H", "H", "C", "C", "O", "C", "O", "O", "H", "H", "H", "H", "C", "C", "O", "C", "O", "O", "H", "H", "H", "H", "C", "C", "O", "C", "O", "O", "H", "H", "H", "H", "C", "C", "O", "C", "O", "O", "H", "H", "H", "H", "C", "C", "O", "C", "O", "O", "H", "H", "H", "H", "C", "C", "O", "C", "O", "O", "H", "H", "H", "H", "C", "C", "O", "C", "O", "O", "H", "H", "H", "H", "C", "C", "O", "C", "O", "O", "H", "H", "H", "H", "C", "C", "O", "C", "O", "O", "H", "H", "H", "H", "C", "C", "O", "C", "O", "O", "H", "H", "H", "H", "C", "C", "O", "C", "O", "O", "H", "H", "H", "H", "C", "C", "O", "C", "O", "O", "H", "H", "H", "H"], "xyz": [[-1.004, -4.967, 0.748], [-2.302, -4.257, 0.266], [-1.983, -4.032, -1.056], [-0.629, -4.080, -1.229], [-0.039, -3.843, -2.270], [-0.030, -4.450, -0.145], [-0.950, -6.054, 0.692], [-0.692, -4.548, 1.705], [-2.472, -3.282, 0.723], [-3.153, -4.926, 0.392], [-5.551, -2.218, -2.313], [-4.388, -1.698, -3.103], [-4.512, -2.419, -4.302], [-5.357, -3.518, -4.113], [-5.457, -4.455, -4.905], [-5.950, -3.413, -2.924], [-6.460, -1.616, -2.290], [-5.288, -2.374, -1.267], [-3.428, -1.876, -2.618], [-4.482, -0.657, -3.410], [3.851, -4.162, -0.902], [4.789, -3.687, -1.961], [4.382, -4.509, -3.112], [3.639, -5.507, -2.736], [3.244, -6.369, -3.582], [3.310, -5.336, -1.433], [3.117, -3.386, -0.687], [4.339, -4.481, 0.018], [5.803, -3.995, -1.708], [4.657, -2.617, -2.123], [5.170, 1.140, 1.339], [4.906, 2.070, 0.172], [4.681, 1.275, -0.958], [4.281, 0.104, -0.520], [3.684, -0.718, -1.251], [4.551, 0.056, 0.733], [4.692, 1.537, 2.235], [6.222, 0.974, 1.570], [5.748, 2.762, 0.195], [3.956, 2.566, 0.368], [-2.216, 3.833, 3.466], [-2.843, 3.655, 2.057], [-1.750, 3.271, 1.296], [-0.632, 3.583, 1.914], [0.451, 3.594, 1.391], [-0.884, 3.933, 3.121], [-2.472, 2.990, 4.109], [-2.565, 4.699, 4.028], [-3.231, 4.561, 1.592], [-3.666, 2.941, 2.024], [3.017, -0.930, 3.988], [4.367, -1.060, 4.681], [5.189, -1.578, 3.607], [4.336, -2.266, 2.778], [4.706, -3.013, 1.840], [3.106, -1.765, 2.879], [3.106, 0.098, 3.634], [2.219, -1.146, 4.697], [4.291, -1.713, 5.551], [4.704, -0.071, 4.990], [-6.958, -0.227, 1.871], [-5.932, -0.178, 0.822], [-5.078, -1.281, 1.161], [-5.771, -2.202, 1.790], [-5.552, -3.408, 1.895], [-6.921, -1.652, 2.093], [-7.910, 0.037, 1.411], [-6.803, 0.352, 2.782], [-5.401, 0.774, 0.796], [-6.272, -0.244, -0.211], [0.704, 2.030, 5.353], [1.368, 3.359, 5.772], [2.400, 2.930, 6.562], [2.486, 1.627, 6.679], [3.204, 1.019, 7.534], [1.477, 1.021, 5.980], [0.814, 1.953, 4.272], [-0.362, 1.905, 5.545], [0.679, 3.892, 6.426], [1.694, 3.967, 4.929], [-1.022, 3.240, -2.468], [0.430, 3.566, -2.065], [1.207, 2.992, -3.106], [0.512, 2.230, -3.875], [1.031, 1.560, -4.782], [-0.856, 2.378, -3.600], [-1.563, 4.070, -2.922], [-1.652, 2.846, -1.671], [0.519, 3.131, -1.069], [0.633, 4.631, -2.170], [4.030, 4.241, -2.818], [3.663, 4.931, -4.139], [3.326, 6.209, -3.694], [3.897, 6.485, -2.544], [3.793, 7.552, -1.978], [4.448, 5.337, -2.072], [4.800, 3.501, -3.035], [3.251, 3.715, -2.266], [2.765, 4.467, -4.545], [4.501, 4.921, -4.837], [3.460, -0.747, -4.923], [4.049, 0.641, -4.933], [5.451, 0.383, -5.277], [5.615, -0.916, -5.426], [6.670, -1.440, -5.841], [4.480, -1.628, -5.070], [2.646, -0.847, -5.641], [3.037, -0.999, -3.951], [3.985, 1.038, -3.920], [3.624, 1.254, -5.728], [-2.839, -4.054, 5.879], [-3.550, -4.038, 4.645], [-2.712, -3.236, 3.854], [-1.470, -3.438, 4.264], [-0.444, -3.220, 3.615], [-1.477, -3.983, 5.457], [-3.004, -4.863, 6.590], [-3.135, -3.194, 6.480], [-4.588, -3.708, 4.686], [-3.664, -4.973, 4.098], [0.644, -0.625, -0.199], [-0.192, -1.021, 1.019], [-1.484, -0.645, 0.626], [-1.453, 0.002, -0.504], [-2.465, 0.365, -1.102], [-0.250, -0.009, -1.050], [1.228, -1.369, -0.742], [1.359, 0.100, 0.191], [0.057, -0.699, 2.030], [-0.247, -2.107, 0.949], [-4.892, 2.053, -3.714], [-4.412, 3.456, -3.881], [-3.954, 3.600, -2.479], [-4.826, 2.877, -1.677], [-4.854, 2.997, -0.470], [-5.459, 2.011, -2.462], [-4.034, 1.386, -3.802], [-5.618, 1.722, -4.458], [-5.274, 4.086, -4.099], [-3.719, 3.462, -4.722]], "homo_lumo_gap_ev": 8.592, "energy_ha": -4794.04203, "de_lowest_kj_mol": 548.20, "spin_multiplicity": 1}